This record from OMol25 describes a 12-piece molecular cluster, C42H61BrF3N4O40P2 overall in a non-equilibrium geometry. The level of theory is the ωB97M-V functional and the def2-TZVPD basis.

The geometry in XYZ format:
```
153
Properties=species:S:1:pos:R:3:forces:R:3
C 0.0859 5.0019 0.2252 0.56 1.10 -1.54
N -0.9924 3.9475 0.1147 1.25 -2.62 0.36
C -1.5325 3.5080 1.4562 -0.91 -1.62 0.88
C -0.6032 2.7917 -0.7783 -0.49 3.12 -5.85
O -0.6231 3.0425 -2.1172 0.41 -1.98 8.06
C -0.2191 1.2690 -0.3090 -2.95 -1.32 -1.12
N 1.2547 1.0077 -0.1035 1.48 0.14 5.58
P 2.3002 2.2968 -0.7351 -0.83 1.72 -1.21
P 3.4436 1.3030 -2.3638 1.53 -5.71 -1.14
O 3.3069 -0.2856 -2.1508 0.36 6.16 -0.98
O 5.1318 1.7292 -2.2171 -3.09 0.60 0.52
O 2.8237 1.7757 -3.9439 0.82 0.66 4.07
C 1.5981 0.5760 1.2999 -0.06 -0.40 -0.80
N 2.6236 1.1910 2.2240 -1.23 -2.56 -2.72
Br 2.0978 2.8528 2.9078 -3.54 -3.09 -2.26
N 0.9335 -0.5541 1.7938 0.81 1.23 0.46
C 1.1555 -1.1441 3.1709 -0.75 -1.48 2.23
F 2.4738 -1.8110 3.2801 -4.71 2.79 -0.16
F 0.8840 -0.1648 4.2869 1.49 -3.61 -4.28
F 0.1275 -2.2329 3.3694 3.56 3.83 -1.00
H -0.3563 5.9703 0.7335 0.94 -2.20 -0.83
H 1.0484 4.5852 0.7440 -1.83 0.96 -0.60
H 0.3828 5.3314 -0.8787 -0.67 -0.76 2.45
H -0.7351 2.9456 2.1320 -1.41 1.29 -1.26
H -2.0056 4.3718 2.0908 1.15 -1.40 -1.57
H -2.4004 2.7064 1.2834 1.95 2.00 0.31
H -0.5580 0.5544 -1.2036 0.71 1.85 1.81
H -0.9002 0.9282 0.6105 1.71 0.96 -1.77
H 3.2769 2.7644 0.2121 -0.24 -1.08 -0.21
H 5.2785 2.4641 -1.5514 -0.37 -1.02 -1.27
H 2.3129 2.6386 -3.8485 0.78 -1.18 -0.18
H 3.5791 1.2641 1.7681 -1.68 -0.04 0.55
H 0.2221 -1.0519 1.1801 1.11 0.81 1.10
C -3.0406 -2.7143 0.6721 0.13 -1.40 -0.29
C -4.2644 -2.4963 1.5015 -1.08 -0.94 0.14
O -4.0161 -1.2516 2.1270 1.32 1.50 -0.88
C -3.1191 -0.5852 1.3428 -0.26 1.26 0.52
O -2.8106 0.5854 1.4915 -0.28 -2.19 -0.26
O -2.6137 -1.3991 0.3704 0.04 1.37 0.63
H -3.2524 -3.2728 -0.2438 0.16 0.23 0.11
H -2.2460 -3.2257 1.2254 -0.10 -0.01 -0.02
H -5.1717 -2.4122 0.8940 0.10 0.08 0.00
H -4.4075 -3.2834 2.2469 0.05 0.64 -0.30
C 7.0412 4.3617 4.3932 1.16 0.41 0.45
C 6.9607 2.9247 3.9914 1.19 -0.65 0.16
O 5.5716 2.6565 4.0185 -1.56 1.05 -0.28
C 4.9333 3.8525 3.8581 -0.54 0.67 0.19
O 3.7351 3.9732 3.6643 5.56 2.68 2.30
O 5.8105 4.8951 3.9418 -1.40 -0.86 -0.40
H 7.8830 4.8786 3.9244 -0.29 0.02 0.06
H 7.1048 4.4895 5.4789 -0.04 -0.01 -0.13
H 7.3344 2.7527 2.9764 -0.03 0.00 0.10
H 7.4960 2.2685 4.6831 -0.36 0.18 -0.27
C -3.2715 -7.3015 0.2760 0.82 -1.02 -0.72
C -4.6917 -7.6875 0.5350 -0.52 -1.07 -0.86
O -5.0050 -6.9941 1.7280 0.96 1.65 0.60
C -4.1509 -5.9319 1.8057 -0.55 0.01 0.88
O -4.2496 -5.0267 2.6172 0.33 -1.97 -1.12
O -3.1732 -6.0146 0.8566 -0.73 0.94 1.04
H -3.0383 -7.2639 -0.7916 0.00 0.23 0.17
H -2.5594 -7.9687 0.7728 -0.17 0.16 -0.05
H -5.3678 -7.3507 -0.2579 0.05 -0.06 0.24
H -4.8117 -8.7659 0.6702 -0.10 0.29 0.14
C -1.6802 -8.7134 5.9025 0.52 -0.14 1.03
C -2.6707 -7.6468 5.5642 -0.56 0.76 0.85
O -2.6745 -7.6432 4.1492 0.41 -0.84 -0.72
C -2.2466 -8.8759 3.7480 -0.06 -0.85 -1.86
O -2.2883 -9.2786 2.5975 0.10 0.88 2.37
O -1.7673 -9.5990 4.8020 -0.45 0.38 -1.10
H -1.9254 -9.2287 6.8352 0.07 -0.06 -0.27
H -0.6569 -8.3288 5.9666 -0.08 -0.04 -0.02
H -3.6788 -7.8843 5.9201 0.11 0.03 -0.05
H -2.3776 -6.6681 5.9539 -0.11 -0.10 -0.23
C -2.8706 6.8045 -3.9712 -0.46 -0.39 -0.90
C -2.4577 5.7564 -2.9893 -0.50 -1.12 -0.02
O -1.3475 6.3418 -2.3360 0.24 1.04 0.05
C -1.4753 7.6942 -2.4711 1.02 1.65 0.83
O -0.7862 8.5130 -1.8859 -1.35 -1.75 -1.13
O -2.4750 8.0105 -3.3452 0.88 0.06 1.06
H -3.9481 6.7995 -4.1572 0.24 0.19 -0.03
H -2.3439 6.7130 -4.9269 -0.20 -0.02 0.35
H -3.2359 5.5490 -2.2472 0.09 0.01 0.00
H -2.1720 4.8198 -3.4759 0.11 0.18 0.25
C -4.6481 -2.0515 5.1796 0.35 0.88 -0.65
C -3.8979 -3.2884 5.5543 1.03 -0.37 -0.40
O -4.6792 -3.8393 6.5976 -0.82 0.22 0.15
C -5.9479 -3.3611 6.4383 -2.29 -0.88 1.36
O -6.9180 -3.7621 7.0593 2.31 0.93 -1.46
O -5.9892 -2.3769 5.4933 -0.13 -0.75 0.62
H -4.5462 -1.8081 4.1185 -0.22 0.00 0.42
H -4.3466 -1.1831 5.7746 -0.02 -0.06 -0.02
H -3.8452 -4.0105 4.7327 -0.04 0.08 0.07
H -2.8843 -3.0710 5.9020 -0.18 -0.11 0.13
C 5.8205 4.4205 -6.0992 0.93 0.05 -0.94
C 5.9591 3.5326 -4.9053 0.91 -1.09 -0.04
O 5.1747 4.1828 -3.9234 -0.86 0.83 -0.03
C 4.2635 4.9516 -4.5884 -1.62 1.16 0.47
O 3.3212 5.5162 -4.0583 1.84 -1.34 -0.91
O 4.5437 5.0052 -5.9234 -0.69 0.04 1.29
H 5.8660 3.8642 -7.0395 -0.16 0.19 0.14
H 6.5735 5.2153 -6.1189 -0.05 -0.12 0.03
H 5.5500 2.5316 -5.0790 -0.01 0.11 0.04
H 6.9969 3.4398 -4.5739 -0.27 0.04 0.02
C -10.1881 -7.6355 -0.1371 -1.17 0.25 0.12
C -9.1153 -6.5959 -0.1024 -0.39 1.26 -0.33
O -7.9768 -7.3173 0.3282 0.20 -1.25 -0.05
C -8.1917 -8.6266 0.0069 1.34 -1.48 0.14
O -7.3452 -9.5017 0.0804 -1.64 1.81 -0.21
O -9.4764 -8.8284 -0.4080 1.20 -0.14 0.19
H -10.9307 -7.4418 -0.9160 0.16 -0.21 0.09
H -10.7003 -7.7403 0.8251 0.04 -0.04 -0.08
H -8.9120 -6.1717 -1.0914 -0.07 -0.11 0.32
H -9.3454 -5.7835 0.5923 0.21 -0.17 -0.02
C 9.0183 -2.0517 3.5848 0.38 -1.11 -0.42
C 7.7945 -1.8337 4.4142 -0.83 -0.87 0.20
O 8.0428 -0.5891 5.0397 0.73 0.88 -0.41
C 8.9398 0.0773 4.2555 0.75 1.69 0.18
O 9.2483 1.2480 4.4042 -0.45 -2.49 -0.31
O 9.4452 -0.7366 3.2831 -0.39 1.06 0.68
H 8.8065 -2.6102 2.6689 0.15 0.23 0.08
H 9.8129 -2.5631 4.1380 -0.08 0.07 -0.05
H 6.8872 -1.7496 3.8067 0.08 0.01 0.04
H 7.6514 -2.6208 5.1596 0.00 0.29 -0.01
C -5.3124 -6.2404 -4.5488 0.70 0.02 -0.96
C -5.1739 -7.1284 -3.3550 0.72 -1.00 0.03
O -5.9582 -6.4782 -2.3730 -0.74 0.76 -0.21
C -6.8694 -5.7094 -3.0380 -1.80 1.13 0.71
O -7.8117 -5.1448 -2.5080 2.16 -1.12 -1.25
O -6.5892 -5.6558 -4.3730 -0.49 0.02 1.13
H -5.2669 -6.7967 -5.4891 -0.16 0.20 0.13
H -4.5594 -5.4457 -4.5686 -0.07 -0.06 0.01
H -5.5829 -8.1293 -3.5287 0.03 0.10 0.03
H -4.1360 -7.2212 -3.0235 -0.23 0.04 0.10
C 9.7290 5.2047 -1.8355 0.59 -0.11 0.99
C 8.7385 6.2712 -2.1738 -0.46 0.79 0.73
O 8.7347 6.2749 -3.5887 0.32 -0.88 -0.55
C 9.1626 5.0421 -3.9899 0.04 -0.66 -2.20
O 9.1209 4.6394 -5.1405 -0.02 0.83 2.51
O 9.6419 4.3190 -2.9360 -0.45 0.27 -0.92
H 9.4838 4.6893 -0.9028 0.09 -0.07 -0.25
H 10.7523 5.5892 -1.7714 -0.10 -0.04 -0.02
H 7.7304 6.0337 -1.8179 0.06 0.02 -0.05
H 9.0316 7.2500 -1.7841 -0.10 -0.11 -0.24
C -1.2233 9.7009 -8.3277 0.32 0.74 -0.84
C -0.6760 9.6638 -6.9378 0.96 0.63 0.40
O -1.6659 8.9547 -6.2170 -0.76 -0.71 -0.53
C -2.3467 8.1929 -7.1224 -1.45 -1.43 0.37
O -3.1560 7.3298 -6.8261 1.66 1.87 -0.89
O -2.0030 8.5221 -8.4019 -0.38 -0.54 0.93
H -0.4354 9.6928 -9.0859 -0.24 -0.13 0.05
H -1.8729 10.5657 -8.4985 0.05 -0.09 0.03
H 0.2691 9.1140 -6.8750 -0.09 0.04 0.00
H -0.5336 10.6641 -6.5198 -0.12 -0.26 0.09
```
Positions in Å, forces in eV/Å.

Results
Multiplicity: 1
E: -229161.964 eV
Gap between HOMO and LUMO: 6.46 eV
Net charge: +1
E_LUMO: -4.912 eV
Highest occupied orbital energy: -11.4 eV
Maximum force: 8.31 eV Å⁻¹

=====

This record from OMol25 describes C42H61N8O3PRb as an isolated structure in a non-equilibrium geometry. The level of theory is the ωB97M-V functional and the def2-TZVPD basis.

The geometry in XYZ format:
```
116
Properties=species:S:1:pos:R:3:forces:R:3
Rb -2.6609 -6.5241 -20.8700 0.15 -0.22 -0.40
C 1.9755 -6.0162 -17.9027 -0.40 0.25 -0.15
C 2.0895 -7.4898 -18.3091 0.32 -0.13 -0.06
C 3.4450 -7.9810 -17.7522 -0.40 -0.40 0.35
C 0.9005 -8.3113 -17.8297 -0.66 -0.25 -0.72
C 0.9064 -8.8800 -16.5700 -0.37 0.13 0.05
C -0.2084 -9.5662 -16.0723 0.42 0.15 0.53
C -1.3271 -9.7162 -16.8666 -0.08 -0.15 -0.22
C -1.3463 -9.2757 -18.1956 0.92 0.60 0.37
C -2.5705 -9.5869 -19.0185 0.08 -1.19 0.01
C -3.8341 -8.9137 -18.4874 -0.39 0.42 -0.12
C -2.8400 -11.1193 -19.0800 0.20 -0.05 0.43
C -0.2286 -8.5262 -18.7093 -0.45 -1.10 1.76
N -0.2373 -7.9834 -19.9675 0.97 0.04 -1.95
C 0.2504 -8.7434 -20.9853 -1.28 0.55 1.74
O 0.4136 -9.9770 -20.9874 0.47 0.11 -0.15
C 0.5127 -8.0011 -22.2640 1.02 -0.10 -1.20
C 1.6787 -8.2642 -23.0063 0.12 -0.21 -0.29
C 1.8146 -7.7071 -24.2907 -0.42 -0.22 1.41
C 0.7788 -6.9241 -24.7756 0.09 0.04 -0.18
C -0.3718 -6.7331 -24.0057 1.68 -0.32 0.16
N -0.4316 -7.2215 -22.7655 -1.31 0.09 0.17
C -1.5113 -6.0144 -24.6392 -2.93 0.64 0.61
O -1.3629 -5.5159 -25.7737 0.36 -0.27 0.20
N -2.6852 -5.9921 -23.9184 2.64 -0.47 -0.92
C -3.7865 -5.5390 -24.6146 -1.46 0.71 0.18
C -4.5523 -6.4008 -25.4769 0.40 0.43 0.08
C -5.8095 -6.0051 -25.8922 -0.31 0.76 0.16
C -6.3455 -4.7665 -25.5504 0.30 -0.20 0.01
C -5.5596 -3.8833 -24.8320 -0.38 0.28 0.08
C -4.3201 -4.2252 -24.3257 0.77 -0.90 -0.58
C -3.5536 -3.0844 -23.6617 -0.13 0.09 -0.51
C -2.5312 -2.4124 -24.6021 0.52 -0.53 -0.24
C -2.8592 -3.3375 -22.3357 0.27 0.41 0.02
C -4.0548 -7.7415 -25.9839 0.26 -0.67 0.17
C -3.5332 -7.7319 -27.4122 0.80 0.98 -0.91
C -5.1424 -8.8321 -26.0246 -0.43 0.20 0.76
H 2.7909 -5.4419 -18.3661 -0.23 -0.03 0.07
H 2.0697 -5.8954 -16.8058 -0.16 -0.14 -0.44
H 1.0084 -5.6010 -18.2305 0.35 -0.03 0.14
H 2.0640 -7.5687 -19.4162 0.27 0.19 0.60
H 3.5105 -7.7969 -16.6543 -0.03 -0.11 -0.69
H 4.2876 -7.4639 -18.2107 -0.05 0.09 -0.11
H 3.5638 -9.0566 -17.9177 0.07 0.10 0.03
H 1.8012 -8.7313 -15.9742 -0.21 -0.18 0.22
H -0.1956 -9.9568 -15.0464 -0.01 0.13 -0.44
H -2.2073 -10.2339 -16.4642 0.36 0.16 -0.15
H -2.3552 -9.3034 -20.0436 -0.09 0.32 -0.17
H -4.2572 -9.4515 -17.6074 0.40 0.40 -0.48
H -4.6011 -8.9317 -19.2809 0.08 0.00 0.29
H -3.6439 -7.8595 -18.2163 -0.17 -0.37 0.01
H -3.0709 -11.5142 -18.0602 0.20 0.24 -0.71
H -1.9754 -11.6698 -19.4846 -0.23 0.27 0.18
H -3.7041 -11.3338 -19.7181 0.02 0.09 0.01
H 2.4420 -8.9403 -22.5977 -0.43 0.32 -0.17
H 2.7062 -7.9115 -24.8663 0.03 0.10 -0.11
H 0.8397 -6.4562 -25.7457 -0.17 -0.04 -0.11
H -6.3870 -6.6649 -26.5135 -0.20 -0.18 -0.11
H -7.3473 -4.4779 -25.8180 -0.20 -0.01 -0.30
H -5.9145 -2.8618 -24.6698 -0.07 -0.24 0.08
H -4.3360 -2.3226 -23.4958 0.24 -0.13 0.21
H -1.7027 -3.1113 -24.8709 -0.64 0.39 0.20
H -2.0983 -1.5462 -24.0873 0.01 -0.05 -0.07
H -2.9751 -2.0591 -25.5390 -0.07 -0.14 0.15
H -1.9422 -3.9227 -22.4687 -0.18 0.09 0.02
H -3.4994 -3.8305 -21.6087 -0.17 -0.01 0.13
H -2.5881 -2.3336 -21.9598 0.03 -0.49 0.20
H -3.2255 -8.0437 -25.3249 -0.31 -0.09 -0.09
H -4.3584 -7.5399 -28.1313 0.35 -0.07 0.36
H -3.0894 -8.7100 -27.6726 -0.17 0.35 0.14
H -2.7618 -6.9459 -27.5755 -0.43 -0.49 0.17
H -5.8920 -8.5879 -26.8007 0.27 -0.18 0.37
H -5.6530 -8.9065 -25.0517 0.02 -0.11 -0.27
H -4.7287 -9.8131 -26.2767 0.10 0.14 0.06
N -2.2865 -9.6028 -23.1648 -0.35 -0.46 0.21
C -3.5330 -10.0524 -22.8127 0.01 -0.50 -0.34
C -3.8867 -11.4023 -23.1104 -0.25 0.22 -0.05
C -5.1639 -11.8433 -22.8455 0.10 0.61 0.31
C -6.0472 -10.9461 -22.2291 -0.18 0.06 0.15
C -5.6182 -9.6538 -21.9658 -0.12 -0.65 -0.34
N -4.4015 -9.1995 -22.2670 0.27 0.22 0.22
H -1.5593 -10.3064 -23.1388 0.05 0.31 0.01
H -2.0088 -8.6812 -22.8545 0.01 0.07 -0.05
H -3.1693 -12.0463 -23.5967 0.13 -0.01 -0.01
H -5.5092 -12.8423 -23.0980 0.26 0.08 0.03
H -7.0448 -11.2588 -21.9406 0.05 0.09 -0.10
H -6.3081 -8.9505 -21.5130 0.06 0.11 0.06
C -3.3010 -2.3199 -19.0108 0.31 -0.45 -0.28
N -4.7206 -2.5941 -19.1894 0.07 -0.19 0.00
C -5.5100 -1.3738 -19.1201 -0.43 -0.64 -0.29
P -5.2620 -4.1836 -19.0344 1.50 -0.93 -1.47
O -4.0452 -5.0985 -19.0013 -1.92 1.40 0.33
N -6.1710 -4.2665 -17.6658 -0.57 -0.38 0.66
C -5.5196 -4.2050 -16.3665 0.88 0.21 -0.37
C -7.6082 -4.3257 -17.5744 -0.38 0.30 -0.87
N -6.2699 -4.5923 -20.3386 0.01 1.06 0.91
C -6.3746 -5.9705 -20.7696 1.29 -0.60 0.24
C -7.1311 -3.6675 -21.0814 0.14 0.54 0.72
H -3.0445 -2.0900 -17.9749 -0.15 0.25 0.19
H -2.9997 -1.4783 -19.6512 -0.03 -0.28 0.10
H -2.7335 -3.2174 -19.2559 0.04 0.24 -0.18
H -5.3422 -0.8400 -18.1812 0.06 0.10 0.01
H -6.5712 -1.6355 -19.1799 0.15 0.32 0.11
H -5.2575 -0.7239 -19.9807 -0.15 -0.18 0.43
H -4.5201 -4.6676 -16.4684 -0.43 0.26 0.32
H -6.1210 -4.7515 -15.6394 0.15 -0.10 -0.02
H -5.4185 -3.1654 -16.0165 0.05 -0.19 0.03
H -7.9839 -4.6338 -18.5554 -0.20 -0.04 0.25
H -8.0559 -3.3379 -17.3496 0.10 -0.33 0.12
H -7.9235 -5.0508 -16.8127 0.06 0.13 -0.19
H -5.9068 -6.6034 -19.9941 -0.31 0.04 -0.39
H -5.8264 -6.1486 -21.7106 -0.15 0.09 0.12
H -7.4018 -6.2792 -20.9321 -0.33 0.05 0.16
H -7.3499 -2.7547 -20.4758 0.04 -0.80 -0.58
H -8.0765 -4.1759 -21.3127 0.11 0.18 0.09
H -6.6750 -3.3494 -22.0190 0.06 -0.03 -0.12
```
Positions in Å, forces in eV/Å.

Results
Relative energy (zero: lowest compared OMol25 entry of this formula, charge and spin): 0.0 kcal/mol
Multiplicity: 1
E: -72557.511 eV
Gap between HOMO and LUMO: 6.40 eV
Net charge: -1
E_LUMO: 1.761 eV
Highest occupied orbital energy: -4.6 eV
Maximum force: 3.06 eV Å⁻¹